Density functional theory data (ωB97M-V/def2-TZVPD) for 8 unconnected molecules or ions with the total composition C23H50ClO13.

```
87
Properties=species:S:1:pos:R:3:lowdin_charge:R:1
Cl -0.409 0.196 0.002 0.663
O -2.225 -0.024 -6.700 -0.205
O 0.593 4.157 4.452 0.054
O -0.574 -0.552 -1.286 -0.401
O 4.183 3.885 4.131 -0.220
O -1.503 -0.256 0.829 -0.384
O 0.902 -0.074 0.577 -0.387
O 5.417 3.727 -1.486 0.047
O -0.509 1.668 -0.229 -0.395
O -5.994 1.936 1.114 0.054
O 2.832 -3.996 1.944 0.050
O 3.676 0.301 4.539 -0.159
O -1.775 -4.799 -5.186 0.040
O -2.741 -0.587 -3.980 -0.196
C -5.445 -0.236 2.118 -0.021
C -1.465 0.023 -4.312 -0.181
C 4.223 3.158 0.417 -0.023
C 1.026 -3.690 0.452 -0.014
C 4.328 2.572 4.727 -0.174
C 3.883 1.881 -1.761 -0.019
C -2.775 -6.620 -4.038 -0.032
C -0.708 2.537 3.282 -0.013
C 0.769 -5.060 2.606 -0.031
C 2.994 -0.619 3.755 -0.128
C 4.569 3.000 -1.011 -0.517
C -1.163 -4.812 -2.947 -0.022
C -5.921 0.727 1.000 -0.491
C 3.771 1.500 3.805 -0.210
C -1.911 -5.370 -4.104 -0.487
C -2.689 1.284 -6.682 -0.139
C -3.472 0.009 -2.929 -0.119
C -1.146 -0.317 -5.799 -0.170
C 0.323 3.601 3.418 -0.521
C 1.659 -4.247 1.726 -0.488
C 1.036 4.024 2.148 -0.024
C -6.328 0.040 -0.269 -0.035
C 4.779 4.895 4.941 -0.111
H 4.634 5.847 4.420 0.086
H 3.752 2.600 5.677 0.134
H -3.288 1.445 -5.729 0.100
H -1.666 3.042 3.108 0.100
H 2.764 1.932 -1.561 0.104
H -3.484 -6.602 -4.922 0.100
H 0.272 4.641 1.590 0.110
H -2.962 0.059 -1.966 0.068
H -1.924 1.973 -6.850 0.060
H -0.064 -4.478 3.060 0.101
H -0.804 -3.849 -3.197 0.074
H 4.264 0.892 -1.341 0.112
H 4.404 1.369 2.983 0.098
H -0.353 -5.514 -2.816 0.085
H 1.322 -5.554 3.357 0.056
H -2.147 -7.539 -4.124 0.089
H -0.634 -0.259 -3.712 0.088
H -6.582 0.779 -1.027 0.084
H 4.142 1.933 -2.831 0.078
H 5.378 2.316 4.933 0.125
H -1.642 1.116 -4.243 0.116
H -3.423 1.380 -7.521 0.098
H -4.342 -0.672 -2.855 0.088
H 4.256 4.881 5.935 0.097
H -5.945 -1.225 2.043 0.076
H -1.670 -4.837 -1.969 0.090
H 3.564 -1.055 2.927 0.096
H -0.843 -1.386 -5.888 0.123
H 2.053 -0.245 3.423 0.074
H 4.211 4.168 0.720 0.078
H -5.468 -0.546 -0.566 0.072
H 4.996 2.631 0.948 0.090
H 0.254 -4.271 -0.041 0.060
H 2.777 1.802 3.438 0.127
H 2.799 -1.508 4.355 0.088
H 1.797 -3.509 -0.264 0.073
H 1.883 4.666 2.361 0.069
H -0.533 1.848 2.464 0.049
H -4.346 -0.378 1.907 0.096
H -3.784 1.021 -3.195 0.080
H -7.187 -0.605 -0.053 0.087
H 5.849 4.658 5.066 0.082
H -5.604 0.150 3.125 0.071
H -3.326 -6.734 -3.117 0.061
H 0.268 -5.833 1.952 0.099
H 3.275 2.717 0.619 0.054
H -0.782 1.973 4.221 0.090
H -0.225 0.299 -6.181 0.143
H 1.281 3.275 1.404 0.052
H 0.622 -2.671 0.663 0.084
```

* orbital gap: 0.3423 Ha
* charge: -1
* M: 570.09 g/mol
* E_tot: -63793.18301 eV
* multiplicity: 1
* HOMO: -7.035 eV


Density functional theory data (ωB97M-V/def2-TZVPD) for a molecular structure, C14H30NO3P2V.

```
51
Properties=species:S:1:pos:R:3:nbo_charge:R:1
V -0.546 -0.197 0.028 1.059
P 0.070 2.441 0.417 0.859
P 0.498 -2.245 0.567 0.861
O 3.778 -1.082 1.295 -0.942
O 1.577 0.505 1.790 -1.016
O -2.294 -0.400 -0.066 -0.899
N 0.974 0.072 -1.311 -0.574
C 0.245 2.386 -1.395 -0.753
C -3.533 -0.130 0.580 0.100
C 1.840 -0.926 -1.614 0.263
C -4.534 0.362 -0.443 -0.616
C 1.456 3.448 0.985 -0.943
C -0.591 -3.429 -0.256 -0.937
C -1.444 3.224 0.929 -0.945
C 1.948 -2.039 -0.617 -0.776
C 1.155 -3.022 2.045 -0.936
C 1.896 1.375 -3.069 -0.245
C -4.019 -1.362 1.313 -0.618
C 2.665 -0.860 -2.717 -0.245
C 2.675 0.288 -3.486 -0.120
C 1.066 1.257 -1.966 0.224
H 1.601 4.333 0.349 0.248
H 2.358 2.810 0.963 0.260
H -2.304 2.640 0.581 0.262
H 0.711 3.333 -1.665 0.255
H -4.162 -2.191 0.616 0.212
H 2.753 -1.746 0.038 0.314
H 3.142 -0.380 1.315 0.489
H -3.382 0.667 1.317 0.143
H 1.967 0.596 2.668 0.494
H 1.925 2.333 -3.588 0.236
H -4.206 1.282 -0.929 0.203
H -5.495 0.562 0.032 0.219
H 3.314 0.346 -4.361 0.241
H -0.944 -3.012 -1.213 0.254
H -3.315 -1.679 2.083 0.207
H -4.690 -0.388 -1.222 0.216
H 0.931 1.261 1.569 0.447
H -1.480 3.291 2.022 0.267
H -1.447 -3.523 0.432 0.249
H 3.276 -1.772 -2.935 0.243
H -0.767 2.371 -1.817 0.274
H 1.736 -3.922 1.811 0.251
H 1.771 -2.291 2.582 0.264
H 4.520 -0.728 0.773 0.481
H 2.277 -3.003 -1.030 0.247
H -4.972 -1.163 1.802 0.222
H 0.280 -3.285 2.655 0.252
H -0.084 -4.392 -0.387 0.242
H 1.287 3.756 2.031 0.260
H -1.481 4.225 0.500 0.245
```

* orbital gap (spin up / spin down): 0.2632 / 0.3444 Ha
* charge: +1
* M: 373.29 g/mol
* E_tot: -66897.38846 eV
* multiplicity: 4
* <S²>: 3.77
* relative energy (zero: lowest compared OMol25 entry of this formula, charge and spin): 0.490 eV
* HOMO (spin up / spin down): -9.775 / -12.225 eV


Density functional theory data (ωB97M-V/def2-TZVPD) for 3 unconnected molecules or ions with the total composition C13H24BrCl6NPS.

```
47
Properties=species:S:1:pos:R:3:nbo_charge:R:1
Br -0.552 1.329 1.640 0.305
Cl 3.109 2.684 2.922 -0.052
Cl -1.507 -2.986 0.550 -0.023
Cl 3.219 -0.641 2.275 -0.077
Cl 1.695 -4.313 -1.958 -0.035
Cl -6.247 3.809 3.266 -0.041
Cl -4.004 4.773 0.891 -0.054
S -4.264 1.335 -0.862 -0.502
P -2.400 1.545 -1.349 0.861
N 0.434 -0.802 0.213 -0.499
C -3.765 3.560 2.173 -0.385
C 0.311 -1.617 -1.023 -0.094
C 1.670 -3.788 0.711 -0.645
C -5.021 2.788 2.481 -0.396
C 4.083 0.650 1.378 -0.373
C -1.386 0.073 -0.884 -0.669
C -0.443 0.139 0.271 0.335
C -0.521 -0.679 -1.926 -0.197
C 0.316 0.294 -2.794 -0.411
C 1.701 -0.212 -3.196 -0.613
C -0.296 -3.006 -0.759 -0.217
C 4.502 1.780 2.279 -0.396
C 0.750 -4.082 -0.461 -0.202
H 5.083 1.427 3.126 0.237
H 1.654 -1.229 -3.590 0.220
H -1.742 2.609 -0.720 -0.016
H 0.211 -5.012 -0.287 0.247
H -5.456 2.375 1.575 0.233
H -4.790 1.975 3.169 0.220
H -0.255 0.497 -3.699 0.234
H 2.137 0.436 -3.953 0.243
H 2.319 -2.929 0.506 0.204
H 4.957 0.190 0.923 0.239
H 1.320 -1.786 -1.388 0.271
H 5.107 2.478 1.702 0.239
H -0.827 -3.295 -1.665 0.253
H -2.161 -0.613 -0.510 0.333
H 0.431 1.247 -2.266 0.196
H 1.073 -3.601 1.605 0.232
H 2.381 -0.230 -2.342 0.195
H -2.145 1.711 -2.715 -0.005
H -1.173 -1.261 -2.578 0.249
H 3.416 1.007 0.596 0.212
H -3.390 4.079 3.052 0.227
H -3.002 2.880 1.798 0.195
H 1.149 -0.951 0.924 0.466
H 2.318 -4.639 0.901 0.256
```

* orbital gap: 0.2796 Ha
* charge: +1
* M: 550.01 g/mol
* E_tot: -180656.04949 eV
* multiplicity: 1
* HOMO: -11.991 eV


Density functional theory data (ωB97M-V/def2-TZVPD) for a molecular structure, C28H78CaF3N6O12P.

```
129
Properties=species:S:1:pos:R:3:lowdin_charge:R:1
Ca -0.417 -10.855 -16.816 1.523
P -1.896 -9.038 -18.375 0.004
F 0.177 -14.494 -14.973 0.137
F 1.909 -14.717 -16.339 0.158
F 0.201 -16.097 -16.411 0.167
O -1.689 -7.561 -18.095 -0.374
O -2.630 -12.880 -21.832 -0.177
O 4.373 -13.224 -15.932 -0.191
O -2.977 -4.314 -20.924 -0.215
O -0.463 -9.684 -18.623 -0.557
O 1.270 -4.104 -17.461 -0.184
O -2.359 -9.830 -17.112 -0.524
O 0.515 -12.835 -17.775 -0.337
O -1.370 -13.329 -16.806 -0.180
O -2.841 -9.310 -19.567 -0.375
O -3.512 -6.778 -12.628 -0.192
O -7.454 -11.195 -16.981 -0.187
N -2.899 -7.490 -15.300 0.222
N -1.074 -10.620 -21.347 0.216
N -5.214 -10.349 -18.070 0.203
N 0.865 -6.638 -18.594 0.206
N -3.765 -6.659 -19.730 0.180
N 3.104 -13.256 -18.197 0.203
C 4.151 -11.922 -16.398 -0.209
C -1.960 -6.735 -14.374 -0.308
C -3.639 -13.150 -16.299 -0.058
C 0.577 -4.188 -18.699 -0.196
C -0.909 -5.963 -15.131 -0.040
C 0.971 -11.988 -21.258 -0.034
C 4.862 -13.173 -14.590 -0.051
C -8.200 -12.072 -16.141 -0.068
C -5.417 -7.115 -21.512 -0.018
C -6.322 -10.827 -18.997 -0.282
C -0.170 -13.919 -17.256 -0.412
C -2.747 -5.894 -13.402 -0.204
C -0.446 -11.925 -21.782 -0.285
C -7.159 -11.813 -18.213 -0.197
C -5.710 -11.399 -20.269 -0.018
C 0.855 -2.974 -16.700 -0.074
C 3.875 -11.941 -17.884 -0.244
C -4.259 -4.815 -21.255 -0.174
C -4.177 -6.325 -21.154 -0.295
C 3.094 -10.760 -18.465 -0.031
C 0.585 -14.819 -16.236 -0.516
C -4.421 -6.158 -11.723 -0.056
C 1.122 -5.391 -19.430 -0.295
C 0.486 -5.548 -20.788 -0.022
C -1.344 -13.075 -21.324 -0.201
C -2.936 -2.906 -20.785 -0.081
C -2.551 -14.136 -16.606 -0.196
C -3.460 -13.999 -21.603 -0.088
H -3.393 -7.639 -19.737 0.065
H -1.293 -5.166 -15.777 0.091
H -5.206 -6.843 -11.405 0.098
H 2.078 -13.053 -18.177 0.064
H -2.060 -10.554 -21.609 0.145
H 3.137 -10.617 -19.540 0.086
H 0.792 -4.745 -21.458 0.110
H -3.345 -8.256 -14.795 0.163
H -0.884 -14.000 -21.688 0.150
H -2.427 -14.869 -15.811 0.140
H 1.000 -11.953 -20.166 0.052
H -0.139 -6.859 -18.372 0.082
H -1.365 -13.116 -20.223 0.133
H 0.841 -3.309 -19.301 0.150
H -3.105 -6.040 -19.261 0.132
H -5.031 -4.353 -20.629 0.147
H 5.900 -12.842 -14.671 0.107
H 5.022 -11.279 -16.217 0.147
H -3.892 -5.886 -10.808 0.105
H -6.286 -6.848 -20.898 0.099
H -4.500 -4.502 -22.276 0.152
H -4.573 -6.800 -19.118 0.158
H 1.717 -2.524 -16.199 0.105
H -3.369 -2.517 -19.861 0.100
H -2.970 -14.938 -21.897 0.104
H -6.684 -12.795 -18.126 0.137
H -7.673 -13.023 -15.994 0.091
H -4.876 -11.044 -17.396 0.116
H -5.012 -10.638 -20.630 0.063
H -4.928 -5.325 -12.213 0.097
H -6.809 -9.891 -19.265 0.155
H 0.291 -3.314 -15.825 0.073
H -3.646 -6.867 -15.615 0.168
H 1.599 -11.163 -21.608 0.091
H -0.636 -9.857 -21.862 0.169
H -0.591 -5.638 -20.642 0.072
H -8.090 -11.990 -18.760 0.153
H -3.404 -12.623 -15.373 0.095
H 2.068 -10.764 -18.119 0.030
H -5.227 -12.361 -20.119 0.072
H -5.423 -9.514 -17.529 0.158
H 0.833 -6.410 -21.367 0.089
H -1.479 -7.528 -13.799 0.161
H -0.489 -12.027 -22.866 0.166
H 3.554 -9.875 -18.012 0.097
H -5.281 -8.185 -21.358 0.072
H 2.209 -5.334 -19.426 0.166
H 4.271 -12.565 -13.902 0.097
H -3.745 -12.468 -17.145 0.045
H -1.010 -10.441 -20.322 0.090
H -0.355 -14.605 -18.097 0.163
H -5.753 -6.850 -22.513 0.110
H -4.298 -10.120 -18.522 0.088
H -0.505 -4.087 -18.555 0.134
H -2.744 -14.601 -17.577 0.132
H -4.326 -13.976 -22.261 0.107
H 1.279 -7.494 -18.966 0.149
H -9.168 -12.284 -16.593 0.104
H 4.756 -12.120 -18.497 0.159
H -3.369 -5.163 -13.937 0.145
H -4.634 -13.590 -16.200 0.093
H 4.921 -14.142 -14.095 0.105
H 3.405 -13.625 -19.094 0.167
H -0.265 -6.555 -15.776 0.065
H 1.523 -12.867 -21.590 0.105
H -6.412 -11.484 -21.098 0.111
H 1.313 -6.488 -17.684 0.149
H 0.355 -2.155 -17.213 0.104
H -3.202 -2.363 -21.692 0.109
H -3.327 -6.754 -21.685 0.157
H -8.336 -11.725 -15.119 0.099
H -2.068 -5.377 -12.717 0.154
H -3.684 -14.119 -20.537 0.082
H 3.286 -13.939 -17.450 0.125
H -2.410 -7.813 -16.162 0.083
H -1.879 -2.644 -20.654 0.086
H 3.383 -11.441 -15.776 0.130
H -0.312 -5.392 -14.419 0.106
```

* orbital gap: 0.3197 Ha
* charge: +4
* M: 819.01 g/mol
* E_tot: -99663.46261 eV
* multiplicity: 1
* relative energy (zero: lowest compared OMol25 entry of this formula, charge and spin): 0.000 eV
* HOMO: -18.271 eV


Density functional theory data (ωB97M-V/def2-TZVPD) for 2 unconnected molecules or ions with the total composition C19H22F3N3O4S3.

```
54
Properties=species:S:1:pos:R:3:nbo_charge:R:1
S 0.711 -2.613 4.643 0.477
S 3.484 -2.043 5.227 2.307
S 1.732 -2.584 7.580 2.269
F -0.192 -4.894 5.563 -0.317
F 1.599 -5.128 4.323 -0.317
F -0.324 -4.599 3.368 -0.320
O 4.576 -2.418 6.084 -0.933
O 2.485 -1.445 8.030 -0.883
O 3.213 -0.656 4.932 -0.907
O 0.303 -2.652 7.710 -0.902
N 2.077 -2.784 5.839 -1.070
N -1.612 0.193 0.754 -0.428
N 0.550 0.549 0.790 -0.434
C -0.282 -1.122 2.388 -0.746
C 4.702 -4.712 2.415 -0.220
C 3.954 -4.323 1.305 -0.199
C -2.898 -0.414 0.920 -0.394
C 4.200 -5.584 8.855 -0.210
C 1.998 -5.940 9.807 -0.215
C 3.703 -2.945 3.698 -0.356
C 1.956 0.373 1.013 -0.397
C 2.390 -4.073 8.336 -0.245
C -0.449 -0.200 1.356 0.444
C 4.580 -4.031 3.632 -0.159
C -1.436 1.292 -0.161 -0.204
C 0.068 1.510 -0.161 -0.200
C 3.117 -3.205 1.374 -0.158
C 3.335 -6.331 9.665 -0.181
C 0.454 -4.408 4.475 0.822
C 3.058 -2.482 2.561 -0.195
C 1.520 -4.815 9.135 -0.207
C 3.728 -4.444 8.201 -0.214
H 0.479 -4.511 9.212 0.249
H 2.547 -1.527 2.611 0.243
H 2.529 -2.859 0.525 0.216
H 2.199 0.420 2.084 0.208
H 4.393 -3.861 7.580 0.263
H 5.244 -5.873 8.731 0.223
H -3.366 -0.528 -0.069 0.194
H 3.701 -7.218 10.180 0.220
H -1.818 1.048 -1.160 0.187
H 5.155 -4.312 4.509 0.242
H 2.484 1.179 0.490 0.213
H 1.320 -6.506 10.446 0.223
H 5.397 -5.545 2.351 0.223
H 4.026 -4.893 0.379 0.220
H -1.152 -1.653 2.756 0.214
H 0.507 1.338 -1.154 0.185
H -3.562 0.209 1.540 0.189
H 2.325 -0.590 0.618 0.186
H 0.322 2.533 0.152 0.189
H -2.788 -1.398 1.380 0.218
H 0.709 -1.155 2.796 0.203
H -1.962 2.196 0.178 0.186
```

* orbital gap: 0.2759 Ha
* M: 509.60 g/mol
* E_tot: -73375.34808 eV
* multiplicity: 1
* relative energy (zero: lowest compared OMol25 entry of this formula, charge and spin): 0.000 eV
* HOMO: -7.357 eV


Look up the M of the second one.
373.29 g/mol